(1)
A gas-phase ion, C8H9FNO2S (charge +1) in a non-equilibrium geometry. Source: the Open Molecules 2025 dataset; level of theory: ωB97M-V/def2-TZVPD.

XYZ file:
```
22
Properties=species:S:1:pos:R:3:lowdin_charge:R:1
C -2.7625 0.9511 -1.5824 0.093
C -1.8738 1.7032 -1.0609 0.097
C -3.2453 -0.2667 -1.3385 -0.021
C -2.4454 -0.8074 -0.3206 -0.019
C -1.2652 1.2013 -0.0078 -0.230
C -1.4363 -0.1605 0.3306 -0.206
C -0.5046 -0.7361 1.3021 -0.132
C 0.8936 -1.0538 0.6528 -0.168
N 1.6389 0.1653 0.3631 -0.043
O 3.1146 -0.1457 -1.9480 -0.337
O 3.9422 1.3053 -0.1951 -0.293
F -0.2206 1.9053 0.6187 -0.006
S 3.4589 -0.1404 -0.5868 1.045
H -4.1401 -0.6859 -1.7591 0.121
H -2.4905 -1.8421 -0.0617 0.125
H -0.8020 -1.7365 1.6703 0.131
H -0.3763 -0.1759 2.3261 0.168
H 0.4555 -1.6232 -0.1499 0.133
H 1.4916 -1.6525 1.3634 0.142
H 3.5686 2.2399 -0.3984 0.175
H 1.7449 0.7358 1.1321 0.093
H 1.2540 0.8196 -0.3499 0.133
```

Output
Kohn-Sham gap: 8.645 eV
molecular weight: 202.23 g/mol
total charge: +1
LUMO level: -0.168 Eh

***

(2)
A molecular structure, C13H22Cl3GeIrNO7PS2Se in a non-equilibrium geometry. Source: the Open Molecules 2025 dataset; level of theory: ωB97M-V/def2-TZVPD.

XYZ file:
```
52
Properties=species:S:1:pos:R:3:mulliken_spin:R:1
Ir 0.7444 1.1912 0.1645 0.583
Cl 5.8882 -1.6455 2.0218 0.000
Ge 4.0835 -0.4311 2.7063 0.002
Cl 1.1485 1.7080 2.3578 0.071
Cl 5.1676 1.0537 4.0069 0.000
Se -0.9469 2.9591 -0.0028 -0.018
C 0.1083 4.5514 0.1884 0.007
C 0.5542 5.0096 1.4211 -0.001
C 1.2786 6.1909 1.4710 0.003
N 1.5724 6.9336 0.4044 -0.001
C 1.1416 6.4853 -0.7720 0.001
C 0.4178 5.3129 -0.9332 -0.006
H 0.3550 4.4470 2.3216 -0.001
H 1.6440 6.5611 2.4230 0.000
H 1.3914 7.0924 -1.6362 0.000
H 0.1008 4.9924 -1.9169 0.002
O 4.3657 0.4271 -1.3577 0.003
S 3.5408 0.7090 -0.2291 0.009
O 2.3905 -0.2450 -0.0191 0.001
O 4.2679 0.8800 1.0412 0.001
S 2.4096 2.4451 -0.5701 0.323
C -3.4271 -1.8104 0.8317 0.001
C -3.2912 -1.0650 -0.4870 -0.002
C -3.3644 0.4356 -0.2844 0.001
C -4.3213 -1.5359 -1.4992 0.000
O -2.0132 -1.4515 -1.0854 -0.003
P -0.5748 -0.9122 -0.7430 -0.007
O -0.1769 0.3537 -1.5317 0.044
O -0.4385 -0.4999 0.7423 -0.009
O 0.3314 -2.0804 -1.2291 -0.002
C 0.6365 -3.3678 -0.6002 -0.001
C 2.0321 -3.6930 -1.1012 0.000
C -0.3923 -4.3691 -1.0996 0.000
C 0.6207 -3.2552 0.9156 0.001
H -4.3977 -1.5915 1.2799 0.000
H -2.6448 -1.4995 1.5239 -0.001
H -3.3525 -2.8874 0.6699 0.000
H -4.3739 0.7100 0.0263 0.000
H -3.1265 0.9652 -1.2075 -0.001
H -2.6760 0.7593 0.4948 0.001
H -5.3268 -1.3414 -1.1243 0.000
H -4.2126 -2.6059 -1.6797 0.000
H -4.1894 -1.0089 -2.4443 0.000
H 2.0447 -3.7237 -2.1910 0.000
H 2.3505 -4.6616 -0.7132 0.000
H 2.7345 -2.9292 -0.7684 0.000
H -0.3886 -4.4036 -2.1894 0.000
H -1.3927 -4.0910 -0.7666 0.000
H -0.1566 -5.3621 -0.7138 0.000
H 1.2951 -2.4690 1.2535 0.000
H 0.9468 -4.2065 1.3385 0.000
H -0.3785 -3.0300 1.2919 0.000
```

Output
Kohn-Sham gap (alpha / beta): 7.890 / 5.857 eV
molecular weight: 849.57 g/mol
spin multiplicity: 2
total charge: -1
LUMO level (alpha / beta): 0.079 / 0.006 Eh

***

Question: Look up the total charge of the second one.
Answer: -1

***

Question: The highest molecular weight belongs to which entry?
Answer: C13H22Cl3GeIrNO7PS2Se